(1)
A molecular structure, C36H30AuFN3O5PS. Source: the OMol25 dataset; level of theory: the ωB97M-V functional and the def2-TZVPD basis.

Output
Orbital gap, eV: 5.48
HOMO energy, eV: -12.975

ORCA input file:
```
! RIJCOSX wB97M-V def2-TZVPD def2/J DEFGRID3
* xyz 2 1
Au -2.1271 0.6969 0.0155
N -2.1658 -1.3399 0.3079
C -0.9878 -1.9853 0.8791
C -1.1692 -3.1834 1.5508
C -0.0752 -3.8755 2.0484
C 1.1998 -3.3645 1.8676
C 1.3710 -2.1545 1.2081
C 0.2813 -1.4510 0.6954
P 0.6535 0.1968 -0.0394
C 2.3222 0.0214 -0.8437
C 2.1148 1.5199 -3.0878
C 3.1033 0.9736 -3.8740
C 3.8860 -0.1519 -3.5942
C 3.6256 -1.1426 -2.6508
C 2.7147 -1.1136 -1.6073
C 0.7466 1.0476 1.6683
C 0.9403 0.5288 2.9086
C 0.9400 1.4043 4.0245
C 0.7288 2.7768 3.9312
C 0.4978 3.3112 2.6906
C 0.4272 2.4610 1.5209
H -2.3441 -1.7427 -0.6140
H -2.9826 -1.5622 0.8850
H -2.1704 -3.5803 1.6798
H -0.2223 -4.8100 2.5728
H 2.0614 -3.8973 2.2478
H 2.3727 -1.7520 1.1093
H 1.3941 2.1720 -3.5726
H 3.2054 1.3838 -4.8720
H 4.6189 -0.4109 -4.3497
H 4.0694 -2.1105 -2.8560
H 2.3554 -2.0812 -1.2690
H 1.1322 -0.5241 3.0679
H 1.1199 0.9786 5.0065
H 0.7372 3.3939 4.8182
H 0.2792 4.3667 2.5572
H -0.6750 2.5084 1.3397
F -6.2203 -0.2541 0.6953
C -5.2914 0.4356 1.3421
C -5.1881 1.7611 1.2237
N -4.1849 2.4785 1.8570
C -3.8055 3.8120 1.3995
C -2.5028 3.7171 0.6075
O -1.6574 4.5811 0.6920
O -2.4361 2.6681 -0.1757
C -3.2896 1.8613 2.6829
O -2.3217 2.4412 3.1615
N -3.5001 0.5186 2.8817
C -4.3080 -0.3188 2.1099
O -4.1225 -1.5146 2.0819
H -5.8649 2.3194 0.5922
H -3.6700 4.4856 2.2402
H -4.5875 4.1987 0.7479
H -2.8391 0.0595 3.4935
O -0.1852 -0.4215 -1.5710
S 0.2658 -0.8017 -3.0855
C 0.4183 -2.5629 -3.1620
C -0.0210 -3.4378 -2.1810
C 0.1288 -4.8083 -2.3664
C 0.7023 -5.3019 -3.5269
C 1.1290 -4.4187 -4.5109
C 0.9963 -3.0508 -4.3314
C 2.0263 1.4544 -1.6702
C 3.2292 1.2299 -0.8367
C 3.4855 2.1983 0.2616
C 2.5734 3.0803 0.6289
C 1.1272 2.9686 0.2289
C 0.8194 1.9218 -0.8542
H -0.4720 -3.0589 -1.2761
H -0.2174 -5.4919 -1.6015
H 0.8099 -6.3682 -3.6708
H 1.5687 -4.7969 -5.4246
H 1.3253 -2.3667 -5.1076
H 4.1216 1.0171 -1.4127
H 4.5012 2.2504 0.6330
H 2.8271 3.8693 1.3293
H 0.6907 3.9286 -0.0430
H -0.0398 2.2091 -1.4530
*
```

(2)
A molecular structure, C36H30Cl2N5O6PPdS. Source: the OMol25 dataset; level of theory: the ωB97M-V functional and the def2-TZVPD basis.

Output
Energy above the lowest of the compared OMol25 structures with the same formula, charge and spin, kcal per mole: 44.6
Orbital gap (alpha / beta), eV: 6.20 / 3.41
HOMO energy (alpha / beta), eV: -12.768 / -12.776
<S²>: 6.039

ORCA input file:
```
! RIJCOSX wB97M-V def2-TZVPD def2/J DEFGRID3
* xyz 2 5
Pd 0.2160 -0.3491 -0.7571
N -1.7000 1.9155 0.7815
C -1.1070 2.0733 1.9885
C -1.1259 3.3303 2.6174
C -0.5629 3.5010 3.8587
C 0.0567 2.4258 4.4911
C 0.1344 1.1905 3.8610
C -0.4408 0.9877 2.6127
P -0.1993 -0.5739 1.7032
C -1.7324 -1.5467 1.7714
C -1.6962 -2.8192 1.1942
C -2.8328 -3.6047 1.1717
C -4.0126 -3.1320 1.7309
C -4.0456 -1.8761 2.3163
C -2.9176 -1.0725 2.3259
C 1.0007 -1.4667 2.7354
C 2.2844 -0.9179 2.8516
C 3.2014 -1.4848 3.7167
C 2.8511 -2.5962 4.4695
C 1.5836 -3.1471 4.3454
C 0.6546 -2.5923 3.4803
H -1.8916 0.9848 0.4334
H -2.2473 2.6743 0.4067
H -1.6064 4.1527 2.1102
H -0.6138 4.4645 4.3394
H 0.5033 2.5553 5.4631
H 0.6538 0.3861 4.3583
H -0.7698 -3.1961 0.7756
H -2.8065 -4.5830 0.7179
H -4.9016 -3.7433 1.7115
H -4.9571 -1.5218 2.7709
H -2.9502 -0.0891 2.7717
H 2.5304 -0.0203 2.3020
H 4.1831 -1.0527 3.8179
H 3.5551 -3.0189 5.1680
H 1.3083 -4.0055 4.9382
H -0.3368 -3.0198 3.4147
Cl -0.0910 -2.5063 -1.8303
C 1.2536 -3.5226 -1.5131
C 1.2006 -4.8246 -1.9662
C 2.2637 -5.6860 -1.7147
C 3.3815 -5.2477 -1.0287
C 3.4593 -3.9320 -0.5967
Cl 4.8457 -3.3782 0.2337
C 2.3844 -3.0307 -0.8255
S 2.5299 -1.4138 -0.2829
H 0.3380 -5.1658 -2.5161
H 2.2100 -6.7077 -2.0541
H 4.1940 -5.9293 -0.8330
C -2.8384 3.5613 -3.4877
C -2.6835 2.2509 -2.8222
C -3.6310 1.2937 -2.5147
C -2.9465 0.2574 -1.8696
N -1.6544 0.5694 -1.7722
N -1.5077 1.7818 -2.3500
C -3.5075 -1.0066 -1.3303
H -3.8917 3.8219 -3.5267
H -2.4690 3.5247 -4.5109
H -2.2970 4.3472 -2.9631
H -4.6783 1.3275 -2.7311
H -0.5835 2.1635 -2.5022
H -4.3289 -1.3419 -1.9607
H -3.9072 -0.8607 -0.3272
H -2.7388 -1.7778 -1.2978
O 1.8240 0.3469 -5.3071
C 1.4277 0.4503 -4.1776
O 0.7302 -0.2053 -3.4054
C 1.9038 1.8075 -3.4462
C 2.0709 3.0212 -4.0883
C 2.3160 4.1366 -3.2878
C 2.3399 4.0825 -1.9014
C 2.1447 2.8475 -1.2956
C 1.9943 1.7069 -2.0753
N 1.9670 2.6853 0.1215
O 2.3054 3.5535 0.8753
O 1.4005 1.6456 0.4756
N 2.4778 5.4600 -3.9367
O 2.2112 5.5068 -5.1047
O 2.8298 6.3582 -3.2222
H 2.0141 3.1113 -5.1661
H 2.5159 4.9844 -1.3316
H 1.9585 0.7250 -1.5961
*
```

(3)
A molecular structure, C36H30F10N7O4SW. Source: the OMol25 dataset; level of theory: the ωB97M-V functional and the def2-TZVPD basis.

Output
Energy above the lowest of the compared OMol25 structures with the same formula, charge and spin, kcal per mole: 3.1
Orbital gap, eV: 6.78
HOMO energy, eV: -16.932

ORCA input file:
```
! RIJCOSX wB97M-V def2-TZVPD def2/J DEFGRID3
* xyz 3 1
W -1.1530 0.4887 -0.7642
C -2.3833 1.8216 -3.4270
N -2.1330 2.1723 -1.9944
C -1.1830 3.3144 -1.9910
C 0.1448 2.7347 -2.3955
N 0.2401 1.4034 -1.7572
C 1.5776 0.8700 -1.8138
C 1.8706 -0.2967 -2.5252
F 0.9008 -0.9152 -3.1977
C 3.1450 -0.8233 -2.5798
F 3.3649 -1.9510 -3.2283
C 4.1893 -0.1530 -1.9583
F 5.4037 -0.6480 -1.9936
C 3.9487 1.0515 -1.3125
F 4.9401 1.7130 -0.7544
C 2.6656 1.5562 -1.2576
F 2.4845 2.7448 -0.6819
C -3.4370 2.5694 -1.3914
C -4.0942 1.3053 -0.9057
N -3.0237 0.5022 -0.3077
C -3.4340 -0.6299 0.4744
C -3.3057 -0.6550 1.8672
F -2.7167 0.3594 2.4956
C -3.7582 -1.7158 2.6224
F -3.5879 -1.7117 3.9284
C -4.3826 -2.7872 1.9959
F -4.8098 -3.8011 2.7022
C -4.5580 -2.7781 0.6176
F -5.1633 -3.7822 0.0158
C -4.0978 -1.7092 -0.1196
F -4.3259 -1.6927 -1.4343
H -2.5098 2.7419 -3.9973
H -3.3079 1.2619 -3.4913
H -1.5616 1.2434 -3.8371
H -1.1358 3.7430 -0.9936
H -1.5308 4.0831 -2.6818
H 0.9545 3.3674 -2.0420
H 0.2593 2.6200 -3.4759
H -4.0441 3.0981 -2.1273
H -3.2414 3.2540 -0.5698
H -4.5561 0.7380 -1.7187
H -4.8684 1.5099 -0.1646
C 5.3797 -3.5567 1.7258
C 3.9804 -3.1137 1.4467
C 3.6811 -1.7617 1.2313
C 2.3931 -1.3541 0.9639
C 1.3826 -2.3209 0.9268
C 1.6420 -3.6780 1.1610
C 2.9397 -4.0551 1.4105
S -0.2214 -1.8571 0.6083
O -1.1789 -2.7978 1.0673
O -0.3992 -0.3799 1.0081
N -0.5090 -1.4050 -0.9392
C -1.2510 -2.0131 -1.9570
C -1.3490 -3.3379 -2.2932
C -2.1294 -3.6293 -3.4062
C -2.7382 -2.5923 -4.0991
C -2.5835 -1.2913 -3.6586
N -1.8482 -0.9919 -2.5785
H 6.0547 -2.7140 1.8517
H 5.7464 -4.1728 0.9015
H 5.4149 -4.1763 2.6226
H 4.4636 -1.0172 1.3093
H 2.1790 -0.3008 0.8541
H 0.8410 -4.4058 1.1609
H 3.1595 -5.0980 1.5997
H -0.8378 -4.1034 -1.7263
H -2.2492 -4.6530 -3.7351
H -3.3338 -2.7847 -4.9798
H -3.0602 -0.4921 -4.1995
O 4.0750 1.1427 4.9767
C 4.1728 2.3911 4.3382
N 2.8428 2.7609 3.8862
C 2.3464 2.2806 2.7397
O 2.9705 1.5988 1.9421
C 0.8868 2.5763 2.4320
C -0.0418 3.2849 3.1887
C -1.3557 3.3616 2.7342
C -1.7257 2.7011 1.5813
N -0.8260 2.0551 0.8140
C 0.4382 2.0639 1.2401
H 4.7744 1.0528 5.6334
H 4.8143 2.3459 3.4581
H 4.5239 3.1739 5.0101
H 2.2281 3.1760 4.5665
H 0.2128 3.7666 4.1243
H -2.1067 3.8922 3.3021
H -2.7610 2.6549 1.2839
H 1.1752 1.5575 0.6424
*
```

(4)
A molecular structure, C36H30IN4O2RuSSe. Source: the OMol25 dataset; level of theory: the ωB97M-V functional and the def2-TZVPD basis.

Output
Energy above the lowest of the compared OMol25 structures with the same formula, charge and spin, kcal per mole: 0.0
Orbital gap (alpha / beta), eV: 6.56 / 5.95
HOMO energy (alpha / beta), eV: -7.628 / -7.596
<S²>: 0.760

ORCA input file:
```
! RIJCOSX wB97M-V def2-TZVPD def2/J DEFGRID3
* xyz 0 2
Ru 0.2913 0.2667 0.7411
O -2.7184 3.6834 5.7368
C -2.7102 4.1352 4.5782
O -3.0387 5.2294 4.0926
C -2.1594 3.1281 3.5327
C -2.0110 1.7842 3.8604
C -1.4385 0.9295 2.9426
N -1.0475 1.3817 1.7516
C -1.1383 2.6697 1.4232
C -1.7179 3.5722 2.2926
C -0.5192 2.9940 0.1008
C -0.7898 4.1748 -0.5572
C -0.2251 4.4027 -1.8050
C 0.5912 3.4367 -2.3522
C 0.8275 2.2769 -1.6301
N 0.2927 2.0562 -0.4300
C -1.0580 -0.4923 3.1951
C -1.5370 -1.2048 4.2740
C -1.0837 -2.4980 4.4875
C -0.1716 -3.0407 3.6069
C 0.2581 -2.2752 2.5376
N -0.1701 -1.0281 2.3300
H -2.2965 1.4739 4.8580
H -1.8198 4.6268 2.0706
H -1.4463 4.9022 -0.0985
H -0.4325 5.3221 -2.3386
H 1.0469 3.5605 -3.3251
H 1.4593 1.4938 -2.0241
H -2.2591 -0.7475 4.9363
H -1.4405 -3.0685 5.3351
H 0.2142 -4.0424 3.7375
H 0.9723 -2.6595 1.8235
S 1.8146 -1.2060 -0.1879
C 2.5373 -0.6119 -1.6951
C 3.8161 -0.0592 -1.7163
C 4.3276 0.4831 -2.8905
C 3.5823 0.4440 -4.0621
C 2.3382 -0.1754 -4.0618
C 1.8171 -0.7020 -2.8871
H 4.4073 -0.0606 -0.8071
H 5.3123 0.9352 -2.8885
H 3.9703 0.8903 -4.9692
H 1.7660 -0.2443 -4.9794
H 0.8393 -1.1722 -2.8793
I 2.5507 0.0975 6.0364
C 2.8410 0.6772 4.0653
C 4.0731 0.5527 3.4402
C 4.1828 0.9582 2.1233
C 3.0481 1.3923 1.4607
N 1.8501 1.4783 2.0453
C 1.7718 1.1795 3.3489
H 4.9276 0.1571 3.9734
H 5.1325 0.9199 1.6074
H 3.0885 1.6904 0.4202
H 0.8211 1.3602 3.8335
C -2.4073 -4.7901 -4.7199
C -2.2096 -3.6882 -3.7083
C -1.8022 -3.9601 -2.4122
C -1.6380 -2.9556 -1.4618
C -1.2411 -3.3374 -0.0732
C -1.8824 -1.6239 -1.8215
Se -1.8606 -0.1664 -0.5618
C -2.2845 -1.3234 -3.1350
C -2.5808 0.0806 -3.6060
C -2.4420 -2.3645 -4.0466
H -2.1065 -5.7563 -4.3158
H -1.8244 -4.6027 -5.6234
H -3.4550 -4.8605 -5.0183
H -1.6190 -4.9899 -2.1193
H -0.9962 -4.3996 -0.0170
H -2.0512 -3.1216 0.6310
H -0.3790 -2.7643 0.2346
H -1.9674 0.8142 -3.0869
H -3.6245 0.3434 -3.4151
H -2.4067 0.1637 -4.6797
H -2.7615 -2.1254 -5.0579
*
```

(5)
A molecular structure, C36H30N10Sn. Source: the OMol25 dataset; level of theory: the ωB97M-V functional and the def2-TZVPD basis.

Output
Energy above the lowest of the compared OMol25 structures with the same formula, charge and spin, kcal per mole: 0.0
Orbital gap (alpha / beta), eV: 6.44 / 5.33
HOMO energy (alpha / beta), eV: -18.622 / -18.352

ORCA input file:
```
! RIJCOSX wB97M-V def2-TZVPD def2/J DEFGRID3
* xyz 4 1
Sn 0.8555 -0.0174 -1.2150
C -1.5755 -1.9406 -0.9840
N -0.2671 -2.0394 -1.6867
C -0.5220 -2.2039 -3.1544
C -0.0538 -1.0550 -4.0142
C -0.3032 -1.0708 -5.3760
C 0.1920 -0.0479 -6.1678
C 0.9307 0.9726 -5.5772
C 1.1324 0.9310 -4.2187
N 0.6434 -0.0608 -3.4450
C 0.5811 -3.1790 -1.1955
C 1.3603 -2.9106 0.0680
C 2.6808 -3.1112 0.1423
C 3.4362 -2.8099 1.3520
C 2.8330 -2.2794 2.4156
C 1.3680 -2.1109 2.4000
N 0.6193 -2.4428 1.2023
C -2.1941 -0.5892 -1.2324
C -3.5519 -0.4025 -1.4011
C -4.0382 0.8891 -1.5700
C -3.1540 1.9587 -1.5550
C -1.8084 1.7034 -1.3829
N -1.3426 0.4534 -1.2345
H -2.2418 -2.7429 -1.3073
H -1.3992 -2.0556 0.0838
H -0.0200 -3.1081 -3.5012
H -1.5864 -2.3686 -3.3279
H -0.8666 -1.8854 -5.8130
H 0.0139 -0.0496 -7.2354
H 1.3464 1.7801 -6.1630
H 1.7078 1.6980 -3.7162
H -0.0210 -4.0924 -1.1309
H 1.3294 -3.3480 -1.9678
H 3.2232 -3.4542 -0.7295
H 4.5034 -2.9858 1.3562
H 3.3721 -2.0093 3.3154
H 1.6607 -0.2244 3.1870
H -4.2203 -1.2535 -1.4105
H -5.0977 1.0550 -1.7169
H -3.4980 2.9748 -1.6877
H -1.0728 2.4997 -1.3597
C -0.7190 -3.4162 3.1561
C 0.5132 -3.3621 2.3600
N 0.9193 -0.9069 3.0642
C -0.3191 -0.4102 3.1262
C -1.4871 -1.1728 3.0195
N -1.5711 -2.4783 3.2586
C -0.4141 1.0738 3.2356
C -1.0621 1.6900 4.2947
C -1.0736 3.0867 4.3207
C -0.4672 3.7646 3.2736
C 0.1627 3.0505 2.2465
N 0.1946 1.7200 2.2410
C 0.8452 3.7624 1.1333
C 1.5329 4.9455 1.3817
N 2.1615 5.6177 0.4256
C 2.1037 5.1071 -0.7928
C 1.4317 3.9123 -1.0439
N 0.8031 3.2274 -0.0959
C -1.6969 3.8390 5.4506
C -2.5086 4.9470 5.1949
C -3.0635 5.6547 6.2594
N -2.7440 5.1824 7.4325
C -2.0078 4.1776 7.8187
C -1.4489 3.4504 6.7692
H -0.8949 -4.3264 3.7269
H 1.0715 -4.2891 2.2941
H -2.4213 -0.6515 2.8457
H -1.5361 1.1023 5.0710
H -0.4640 4.8464 3.2500
H 1.6146 5.3511 2.3839
H 2.5989 5.6506 -1.5884
H 1.4033 3.5208 -2.0544
H -2.7462 5.2725 4.1910
H -3.7153 6.5189 6.1750
H -1.8635 3.9777 8.8761
H -0.8051 2.6173 7.0174
*
```

(6)
6 unconnected molecules or ions with the total composition C36H30N6O12. Source: the OMol25 dataset; level of theory: the ωB97M-V functional and the def2-TZVPD basis.

Output
Structure (SMILES): O=[N+]([O-])c1ccccc1.O=[N+]([O-])c1ccccc1.O=[N+]([O-])c1ccccc1.O=[N+]([O-])c1ccccc1.O=[N+]([O-])c1ccccc1.O=[N+]([O-])c1ccccc1
Energy above the lowest of the compared OMol25 structures with the same formula, charge and spin, kcal per mole: 54.6
Orbital gap, eV: 8.80
HOMO energy, eV: -9.800

ORCA input file:
```
! RIJCOSX wB97M-V def2-TZVPD def2/J DEFGRID3
* xyz 0 1
O 7.8821 1.9116 1.2676
N 8.4016 1.6471 0.1783
O 9.5374 1.9284 -0.1376
C 7.7033 0.7987 -0.7791
C 6.6922 0.0499 -0.2343
C 6.1345 -0.9871 -0.9541
C 6.5889 -1.3555 -2.2049
C 7.6221 -0.5587 -2.7245
C 8.1338 0.5115 -2.0427
H 6.2652 0.3739 0.6872
H 5.3086 -1.5104 -0.4518
H 6.3460 -2.2582 -2.7700
H 8.0337 -0.8345 -3.7079
H 8.9148 1.2169 -2.3698
O -1.2512 -0.3745 -1.3790
N -0.1170 -0.5356 -1.7331
O 0.8177 -0.2695 -1.0089
C 0.1060 -1.0857 -3.1047
C 1.3853 -0.8669 -3.7493
C 1.5877 -1.4389 -4.9734
C 0.5322 -2.2177 -5.6257
C -0.7180 -2.4061 -4.9832
C -0.9719 -1.7975 -3.6970
H 1.9949 -0.0475 -3.3630
H 2.5751 -1.3264 -5.4975
H 0.7144 -2.5300 -6.6641
H -1.5335 -2.9386 -5.3859
H -1.8851 -1.8909 -3.1740
O -3.4920 2.5791 2.9670
N -3.4956 2.1112 1.8193
O -3.0435 2.7118 0.8430
C -4.2459 0.8139 1.6617
C -3.8056 -0.0639 0.6748
C -4.2997 -1.3727 0.6049
C -5.3324 -1.7779 1.4079
C -5.8119 -0.8720 2.3801
C -5.2241 0.3703 2.5426
H -2.9771 0.3308 0.1228
H -3.8511 -1.9976 -0.2224
H -5.6165 -2.7981 1.3786
H -6.8248 -0.9698 2.8003
H -5.5431 1.0501 3.3477
O -9.0515 0.1965 0.7266
N -8.3740 1.0290 1.3469
O -8.4826 1.1528 2.5476
C -7.4694 1.9105 0.4903
C -6.8799 3.0411 1.0232
C -5.9590 3.7549 0.2763
C -5.5914 3.3493 -1.0050
C -6.2177 2.1633 -1.4837
C -7.2084 1.4939 -0.7791
H -7.0718 3.2273 2.0604
H -5.4796 4.5783 0.7738
H -4.9261 3.8579 -1.6532
H -6.0568 1.7665 -2.4738
H -7.7481 0.6569 -1.2463
O 4.1556 -4.9298 4.3763
N 3.0231 -5.0401 4.8046
O 2.7720 -5.7092 5.8504
C 1.9078 -4.2824 4.1901
C 0.6056 -4.5326 4.6418
C -0.4663 -3.9487 3.8977
C -0.1396 -3.1034 2.8269
C 1.1690 -2.8458 2.4710
C 2.1702 -3.5445 3.1110
H 0.4406 -5.2902 5.3559
H -1.5038 -4.2337 4.1634
H -0.9195 -2.5386 2.3351
H 1.3514 -2.2286 1.5914
H 3.1962 -3.5194 2.7453
O 1.6420 0.9241 1.8361
N 2.5201 1.0812 0.9920
O 3.4076 0.3414 0.7465
C 2.4824 2.2935 0.1311
C 1.4071 3.1790 0.1907
C 1.4407 4.2983 -0.6109
C 2.6001 4.5690 -1.4389
C 3.6582 3.7069 -1.4307
C 3.6527 2.6135 -0.6069
H 0.5400 3.0055 0.8225
H 0.6384 5.0158 -0.6512
H 2.5852 5.4419 -2.0177
H 4.5230 3.9011 -2.0325
H 4.4189 1.8748 -0.6410
*
```

no.,F_max (hartree/bohr)
1,0.0255
2,0.0852
3,0.0152
4,0.0131
5,0.0052
6,0.0713